1.
7
Properties=species:S:1:pos:R:3:forces:R:3 method="wB97M-V/def2-TZVPD" lumo_ev=0.177 smiles="O=[N+]([O-])NO" homo_energy_ev=-11.021 relative_energy_kcal_mol=39.2 multiplicity=1
O -0.9071 -0.5276 -0.8466 -3.88 -1.52 -1.46
N 0.1634 -0.3392 -0.4391 -1.13 1.60 -0.58
O 1.1695 -0.2831 -1.0343 4.56 -1.31 -3.75
N 0.3486 0.0548 0.7790 -1.58 1.31 5.08
O -0.7604 0.9565 1.2111 1.98 -3.40 4.11
H 1.3377 0.3100 0.7411 -0.47 1.33 1.04
H -0.9370 0.5144 2.2369 0.51 1.99 -4.43

=====

2.
10
Properties=species:S:1:pos:R:3:forces:R:3 method="wB97M-V/def2-TZVPD" lumo_ev=-0.420 homo_energy_ev=-8.575 relative_energy_kcal_mol=23.0 multiplicity=1
N -1.0252 2.3442 0.0919 -0.46 1.37 -0.82
C -1.2276 1.1540 -0.0233 1.13 1.92 1.04
N -1.3590 0.0269 0.2576 -1.24 -4.47 0.68
C -0.6295 -1.1442 0.3745 1.49 0.48 -0.64
C 0.5987 -1.3025 -0.1313 -0.77 1.67 0.13
S 1.3220 0.0804 -0.8955 -0.04 0.19 -1.13
Br 3.2395 0.0255 0.0550 0.78 0.01 0.34
H -1.2251 2.8346 -0.7584 0.06 0.89 -0.36
H -0.9454 -1.9069 1.0216 -1.26 -0.82 0.51
H 1.2516 -2.1119 0.0079 0.31 -1.25 0.26

=====

What did the second record say?
10
Properties=species:S:1:pos:R:3:forces:R:3 method="wB97M-V/def2-TZVPD" lumo_ev=-0.420 homo_energy_ev=-8.575 relative_energy_kcal_mol=23.0 multiplicity=1
N -1.0252 2.3442 0.0919 -0.46 1.37 -0.82
C -1.2276 1.1540 -0.0233 1.13 1.92 1.04
N -1.3590 0.0269 0.2576 -1.24 -4.47 0.68
C -0.6295 -1.1442 0.3745 1.49 0.48 -0.64
C 0.5987 -1.3025 -0.1313 -0.77 1.67 0.13
S 1.3220 0.0804 -0.8955 -0.04 0.19 -1.13
Br 3.2395 0.0255 0.0550 0.78 0.01 0.34
H -1.2251 2.8346 -0.7584 0.06 0.89 -0.36
H -0.9454 -1.9069 1.0216 -1.26 -0.82 0.51
H 1.2516 -2.1119 0.0079 0.31 -1.25 0.26

=====

Copy entry 2 word for word.
10
Properties=species:S:1:pos:R:3:forces:R:3 method="wB97M-V/def2-TZVPD" lumo_ev=-0.420 homo_energy_ev=-8.575 relative_energy_kcal_mol=23.0 multiplicity=1
N -1.0252 2.3442 0.0919 -0.46 1.37 -0.82
C -1.2276 1.1540 -0.0233 1.13 1.92 1.04
N -1.3590 0.0269 0.2576 -1.24 -4.47 0.68
C -0.6295 -1.1442 0.3745 1.49 0.48 -0.64
C 0.5987 -1.3025 -0.1313 -0.77 1.67 0.13
S 1.3220 0.0804 -0.8955 -0.04 0.19 -1.13
Br 3.2395 0.0255 0.0550 0.78 0.01 0.34
H -1.2251 2.8346 -0.7584 0.06 0.89 -0.36
H -0.9454 -1.9069 1.0216 -1.26 -0.82 0.51
H 1.2516 -2.1119 0.0079 0.31 -1.25 0.26